Record 1
A cluster of 11 separate species, C6H34NO10 in total in a non-equilibrium geometry. Source: the Open Molecules 2025 dataset; level of theory: ωB97M-V/def2-TZVPD.

The geometry in XYZ format:
```
51
C6H34NO10 ωB97M-V/def2-TZVPD
C -0.51065 -0.52572 1.34493
C -0.89399 -0.75239 -0.08943
C -1.69172 0.34929 -0.76739
C -2.03430 1.47723 -0.16596
C -2.40687 -0.15820 -2.00457
C -1.71546 -0.00578 -3.34988
N 0.43154 0.65290 1.57619
H 0.06633 -1.37262 1.73493
H -1.32074 -0.52233 2.06613
H -1.42733 -1.71362 -0.02927
H -0.11562 -1.07625 -0.79707
H -2.75766 2.13118 -0.62567
H -1.68367 1.84187 0.78875
H -2.60800 -1.21645 -1.86004
H -3.31866 0.43556 -1.96265
H -1.45512 -0.94070 -3.86390
H -2.23862 0.43289 -4.19978
H -0.79995 0.58664 -3.27780
H 0.04595 1.30319 2.33019
H 0.53376 1.13325 0.65928
H 1.33263 0.19900 1.80881
H 1.71737 -2.50743 0.33078
H 3.12871 -2.78529 0.33399
O 2.41413 -2.63715 0.98891
H -4.10666 0.89186 2.15432
H -3.99646 0.21451 3.43368
O -3.41883 0.70128 2.82665
H -5.30533 1.09588 -0.29439
H -4.38962 2.25561 0.14018
O -4.77920 1.43214 0.43605
H 3.52574 -1.93446 -1.40428
H 5.06240 -1.82498 -1.47061
O 4.33554 -2.15490 -0.93779
H 1.36707 2.32667 -4.32769
H 2.75310 1.91337 -4.34156
O 2.05380 2.07536 -3.69305
H -1.90063 1.80173 3.27553
H -0.87937 2.99198 3.51046
O -1.03121 2.17185 3.03190
H 2.22713 1.51532 -0.78533
H 0.93658 1.94714 -1.50097
O 1.38112 1.97067 -0.64639
H 1.51690 -4.40150 1.80325
H 0.17101 -5.04729 1.75694
O 0.58895 -4.20216 1.96414
H 4.31966 0.55387 -0.41851
H 4.36240 1.29045 -1.73008
O 3.89907 0.56780 -1.28964
H 2.84557 -0.81722 3.30613
H 2.92122 -1.21980 1.81306
O 2.84798 -0.44430 2.41848
```

Properties
Energy, eV: -28733.32863
HOMO, eV: -12.131
Relative energy (zero: lowest compared OMol25 entry of this formula, charge and spin), kcal/mol: 33.4
Total charge: +1

Löwdin population analysis, charges in e, atoms 1 to 5: C -0.15; C -0.15; C -0.30; C 0.05; C -0.20

***

Record 2
The molecule C6H9N3OS in a non-equilibrium geometry. Source: the Open Molecules 2025 dataset; level of theory: ωB97M-V/def2-TZVPD.

The geometry in XYZ format:
```
20
C6H9N3OS ωB97M-V/def2-TZVPD
C -2.55618 1.91397 -0.28907
N -1.30397 1.18281 -0.11919
C -0.13586 1.40557 -0.68348
O 0.22078 2.27402 -1.43723
N 0.82812 0.43996 -0.21440
C 2.21433 0.96421 -0.14063
C 0.66610 -0.82988 0.13118
N -0.36347 -1.45734 0.50614
C -0.15660 -2.73725 0.83243
C 1.00878 -3.27269 0.58372
S 2.09670 -2.05227 -0.01421
H -2.98943 1.54647 -1.17799
H -3.19747 1.61062 0.64350
H -2.42222 2.97384 -0.49508
H -1.50886 0.33927 0.38049
H 2.57327 0.37111 0.67320
H 2.79389 0.80158 -1.16525
H 2.11048 2.00890 0.19493
H -1.10804 -3.22464 1.04347
H 1.22965 -4.25827 0.74748
```

Properties
Energy, eV: -23720.19419
HOMO, eV: -8.355
Relative energy (zero: lowest compared OMol25 entry of this formula, charge and spin), kcal/mol: 3.7
SMILES: CNC(=O)N(C)c1nccs1

Löwdin population analysis, charges in e, atoms 1 to 5: C -0.05; N 0.03; C -0.53; O 0.09; N -0.08

***

Record 3
A structure of composition C17H31F5IrP2 in a non-equilibrium geometry. Source: the Open Molecules 2025 dataset; level of theory: ωB97M-V/def2-TZVPD.

The geometry in XYZ format:
```
56
C17H31F5IrP2 ωB97M-V/def2-TZVPD
P 2.17870 0.93817 -0.10216
P -0.71346 -1.68230 -1.55596
C 2.06089 -0.47980 -1.25759
C 0.86422 -0.97803 -2.15153
H 2.49354 -1.34026 -0.73513
H 2.79740 -0.14171 -2.01086
H 0.56817 -0.17160 -2.83489
H 1.25939 -1.77699 -2.79967
C -0.09985 -3.50740 -1.73877
H -0.89446 -4.21135 -1.48803
H 0.74988 -3.74533 -1.09540
H 0.18011 -3.66715 -2.78039
C -2.10213 -2.24402 -2.71882
H -1.66524 -2.50277 -3.68548
H -2.89004 -1.50291 -2.87894
H -2.62632 -3.11527 -2.32606
C 3.75814 1.02005 0.88634
H 3.76034 1.73711 1.78042
H 4.31485 1.42685 0.04566
H 4.04813 0.05691 1.28749
C 2.14392 2.24791 -1.36029
H 1.38020 2.00307 -2.10487
H 3.14203 2.10685 -1.77615
H 2.00651 3.27332 -1.01194
Ir 1.89048 1.43198 1.86786
C -2.66935 -1.89908 -0.06673
C -1.24873 -2.09487 0.13334
C -0.28149 -1.10033 0.76729
C -0.56418 0.36855 0.39939
C -0.82670 0.79822 -1.00799
C -1.76154 0.11097 -1.78331
C -3.07086 0.33369 -1.03491
C -3.21029 -0.61048 0.21866
C 1.45385 3.40484 1.96930
H -3.30220 -2.76350 -0.21307
H -1.01173 -3.12341 0.46431
H 0.72401 -1.39285 0.42043
H -0.24414 -1.27337 1.85501
H -1.43937 0.67416 0.96707
H 0.21844 0.94069 1.00145
H -0.65675 1.86126 -1.18257
H -1.75054 0.24808 -2.87616
H -3.93518 0.17688 -1.68778
H -3.04024 1.38402 -0.68033
H -2.62661 -0.20087 1.06218
H -4.26187 -0.64345 0.51134
H 0.43748 3.74728 2.18772
H 1.95222 3.94462 1.16296
H 2.14615 3.66609 2.78302
F 1.73183 1.28110 4.63098
C 0.95942 0.84370 3.56902
F 0.85115 -0.52734 3.67632
C -0.44358 1.50552 3.74632
F -0.31080 2.76909 4.20994
F -1.29859 1.60344 2.68142
F -1.12525 0.79201 4.66052
```

Properties
Spin multiplicity: 6
Energy, eV: -53106.01822
⟨S²⟩: 8.77
HOMO (spin up / spin down), eV: -13.387 / -16.214
Relative energy (zero: lowest compared OMol25 entry of this formula, charge and spin), kcal/mol: 123.9
Total charge: +2

Löwdin population analysis, charges in e, atoms 1 to 5: P 0.71; P 0.95; C -0.29; C -0.24; H 0.10

***

Record 4
The molecule C10H18BNO3 in a non-equilibrium geometry. Source: the Open Molecules 2025 dataset; level of theory: ωB97M-V/def2-TZVPD.

The geometry in XYZ format:
```
33
C10H18BNO3 ωB97M-V/def2-TZVPD
O 0.83795 2.24136 0.67805
C 0.16806 1.25041 0.60179
C -1.21707 1.21874 1.21877
C -1.21437 0.81176 2.69036
C -1.44410 -0.71575 2.60531
C -2.19607 -0.99238 1.27149
N -2.12237 0.25825 0.51668
C 0.66292 0.01223 -0.14522
C 2.07391 -0.42994 0.27936
C 3.02109 0.02840 -0.84550
C 2.15166 0.02579 -2.14208
C 0.75581 0.38338 -1.65376
B -0.23544 -0.41939 -2.61275
O -1.47851 -0.83541 -2.13302
O 0.08885 -0.66231 -3.94399
H -1.56604 2.26944 1.11860
H -2.03565 1.28710 3.23715
H -0.28370 1.08558 3.15960
H -2.00181 -1.02840 3.49726
H -0.49116 -1.20560 2.62379
H -1.79828 -1.85049 0.73434
H -3.24255 -1.22524 1.50866
H -3.03678 0.69774 0.50878
H 0.00715 -0.86101 -0.06009
H 2.14744 -1.51797 0.47460
H 2.35978 0.02453 1.23302
H 3.41703 1.02970 -0.63112
H 3.88348 -0.65487 -0.94719
H 2.10144 -0.94703 -2.59546
H 2.59765 0.73262 -2.88505
H 0.56475 1.46347 -1.77201
H -1.72405 -0.47932 -1.24262
H -0.75100 -0.99539 -4.34774
```

Properties
Energy, eV: -18973.88923
HOMO, eV: -9.347
Relative energy (zero: lowest compared OMol25 entry of this formula, charge and spin), kcal/mol: 0.0
SMILES: O=C([C@@H]1CCCN1)[C@@H]1CCC[C@H]1B(O)O

Löwdin population analysis, charges in e, atoms 1 to 5: O 0.12; C -0.33; C -0.24; C -0.12; C -0.15

***

Record 5
The molecule C4H6ClF in a non-equilibrium geometry. Source: the Open Molecules 2025 dataset; level of theory: ωB97M-V/def2-TZVPD.

The geometry in XYZ format:
```
12
C4H6ClF ωB97M-V/def2-TZVPD
F 0.42694 1.98588 0.41775
C 1.25067 0.88964 0.32392
C 0.54070 -0.34210 0.86772
C -0.66122 -0.73789 0.46737
C -1.20672 -0.20651 -0.82234
Cl -1.20740 -1.47597 -2.05171
H 1.58227 0.78529 -0.73925
H 2.13027 1.03029 0.96641
H 1.07912 -0.92251 1.59609
H -1.16650 -1.65519 0.92005
H -2.26473 0.02764 -0.75047
H -0.50338 0.62143 -1.19554
```

Properties
Energy, eV: -19484.08342
HOMO, eV: -10.116
Relative energy (zero: lowest compared OMol25 entry of this formula, charge and spin), kcal/mol: 15.2
SMILES: FC/C=C\CCl

Löwdin population analysis, charges in e, atoms 1 to 5: F -0.05; C -0.22; C -0.09; C -0.19; C -0.61

***

Record 6
The molecule C13H18N2O5 in a non-equilibrium geometry. Source: the Open Molecules 2025 dataset; level of theory: ωB97M-V/def2-TZVPD.

The geometry in XYZ format:
```
38
C13H18N2O5 ωB97M-V/def2-TZVPD
C -1.01635 2.19973 1.60348
C -0.11473 1.76685 0.42728
O -0.36218 2.63624 -0.66567
C 1.41320 1.84814 0.70449
N 1.86041 0.83805 1.68458
C 2.17214 -0.47397 1.42096
O 2.86472 -1.10643 2.23375
C 1.55310 -1.13606 0.25043
N 2.43865 -2.12018 -0.35542
C 0.24028 -1.86599 0.71842
C -0.78357 -1.84160 -0.33998
C -0.52260 -2.44902 -1.53940
C -1.34699 -2.42276 -2.60561
C -2.64382 -1.87210 -2.43159
O -3.48747 -1.84246 -3.52425
C -2.96512 -1.30951 -1.18416
C -2.01802 -1.24092 -0.17090
C 1.82968 3.21094 1.39794
O 2.49454 3.27203 2.39809
O 1.38385 4.31291 0.75452
H -0.91209 3.29031 1.84711
H -0.79696 1.59095 2.51781
H -2.07420 1.99695 1.33618
H -0.46178 0.77364 0.13140
H -0.37021 2.13768 -1.49401
H 2.02528 1.77639 -0.20304
H 2.38369 1.24817 2.50358
H 1.26106 -0.42080 -0.48160
H 2.97686 -1.57713 -1.02950
H 3.07609 -2.36226 0.40162
H 0.48935 -2.86636 0.99426
H -0.17607 -1.27851 1.61346
H 0.43087 -2.96402 -1.65581
H -1.14232 -2.81021 -3.66168
H -4.28902 -1.44195 -3.26708
H -3.90273 -0.75422 -1.10649
H -2.30447 -0.79777 0.78316
H 0.79693 4.05525 -0.00634
```

Properties
Energy, eV: -26991.11409
HOMO, eV: -8.732
Relative energy (zero: lowest compared OMol25 entry of this formula, charge and spin), kcal/mol: 25.6
SMILES: C[C@@H](O)[C@H](NC(=O)[C@@H](N)Cc1ccc(O)cc1)C(=O)O

Löwdin population analysis, charges in e, atoms 1 to 5: C -0.02; C -0.37; O -0.04; C -0.15; N 0.12

***

Copy entry 1 word for word.
A cluster of 11 separate species, C6H34NO10 in total in a non-equilibrium geometry. Source: the Open Molecules 2025 dataset; level of theory: ωB97M-V/def2-TZVPD.

The geometry in XYZ format:
```
51
C6H34NO10 ωB97M-V/def2-TZVPD
C -0.51065 -0.52572 1.34493
C -0.89399 -0.75239 -0.08943
C -1.69172 0.34929 -0.76739
C -2.03430 1.47723 -0.16596
C -2.40687 -0.15820 -2.00457
C -1.71546 -0.00578 -3.34988
N 0.43154 0.65290 1.57619
H 0.06633 -1.37262 1.73493
H -1.32074 -0.52233 2.06613
H -1.42733 -1.71362 -0.02927
H -0.11562 -1.07625 -0.79707
H -2.75766 2.13118 -0.62567
H -1.68367 1.84187 0.78875
H -2.60800 -1.21645 -1.86004
H -3.31866 0.43556 -1.96265
H -1.45512 -0.94070 -3.86390
H -2.23862 0.43289 -4.19978
H -0.79995 0.58664 -3.27780
H 0.04595 1.30319 2.33019
H 0.53376 1.13325 0.65928
H 1.33263 0.19900 1.80881
H 1.71737 -2.50743 0.33078
H 3.12871 -2.78529 0.33399
O 2.41413 -2.63715 0.98891
H -4.10666 0.89186 2.15432
H -3.99646 0.21451 3.43368
O -3.41883 0.70128 2.82665
H -5.30533 1.09588 -0.29439
H -4.38962 2.25561 0.14018
O -4.77920 1.43214 0.43605
H 3.52574 -1.93446 -1.40428
H 5.06240 -1.82498 -1.47061
O 4.33554 -2.15490 -0.93779
H 1.36707 2.32667 -4.32769
H 2.75310 1.91337 -4.34156
O 2.05380 2.07536 -3.69305
H -1.90063 1.80173 3.27553
H -0.87937 2.99198 3.51046
O -1.03121 2.17185 3.03190
H 2.22713 1.51532 -0.78533
H 0.93658 1.94714 -1.50097
O 1.38112 1.97067 -0.64639
H 1.51690 -4.40150 1.80325
H 0.17101 -5.04729 1.75694
O 0.58895 -4.20216 1.96414
H 4.31966 0.55387 -0.41851
H 4.36240 1.29045 -1.73008
O 3.89907 0.56780 -1.28964
H 2.84557 -0.81722 3.30613
H 2.92122 -1.21980 1.81306
O 2.84798 -0.44430 2.41848
```

Properties
Energy, eV: -28733.32863
HOMO, eV: -12.131
Relative energy (zero: lowest compared OMol25 entry of this formula, charge and spin), kcal/mol: 33.4
Total charge: +1

Löwdin population analysis, charges in e, atoms 1 to 5: C -0.15; C -0.15; C -0.30; C 0.05; C -0.20

***

Question: relative energy (zero: lowest compared OMol25 entry of this formula, charge and spin) of number 4 (C10H18BNO3)?
Answer: 0.0 kcal/mol

***

Question: Look up the energy of the second one.
Answer: -23720.19419 eV